{"formula": "C26H40N12O4RbS", "method": "ωB97M-V/def2-TZVPD", "elements": ["Rb", "N", "C", "C", "C", "C", "C", "C", "S", "O", "O", "N", "C", "N", "C", "C", "C", "N", "H", "H", "H", "H", "H", "H", "H", "H", "H", "N", "N", "C", "N", "N", "N", "O", "O", "H", "H", "H", "H", "H", "C", "C", "N", "C", "C", "C", "C", "N", "H", "H", "H", "H", "H", "H", "H", "H", "H", "H", "H", "H", "H", "H", "C", "N", "C", "C", "C", "C", "C", "C", "C", "C", "H", "H", "H", "H", "H", "H", "H", "H", "H", "H", "H", "H"], "xyz": [[-0.55, -19.62, -5.28], [8.17, -16.86, -9.45], [7.49, -18.05, -9.60], [7.77, -18.92, -10.65], [7.01, -20.04, -10.84], [6.00, -20.30, -9.95], [5.80, -19.49, -8.76], [6.49, -18.30, -8.59], [5.08, -21.77, -9.99], [5.32, -22.45, -11.21], [5.39, -22.49, -8.74], [3.56, -21.28, -9.86], [2.91, -20.53, -10.78], [3.50, -19.77, -11.69], [2.64, -18.99, -12.42], [1.29, -18.97, -12.26], [0.76, -19.72, -11.16], [1.56, -20.55, -10.56], [9.13, -16.80, -9.79], [8.18, -16.51, -8.50], [8.44, -18.52, -11.41], [7.20, -20.75, -11.63], [5.10, -19.88, -8.06], [6.20, -17.60, -7.78], [3.03, -18.52, -13.33], [0.60, -18.28, -12.77], [-0.35, -19.72, -10.88], [0.62, -21.38, -7.56], [2.02, -21.23, -7.31], [2.55, -21.90, -6.27], [3.77, -22.41, -6.39], [1.77, -21.97, -5.19], [2.28, -22.57, -4.07], [3.42, -23.11, -3.98], [1.56, -22.71, -3.11], [0.44, -22.24, -8.07], [0.46, -20.63, -8.26], [2.64, -21.28, -8.16], [4.18, -22.37, -7.31], [4.15, -22.88, -5.57], [-5.22, -18.81, -9.57], [-4.84, -20.18, -8.95], [-4.05, -21.04, -9.82], [-4.92, -22.09, -10.42], [-5.88, -21.60, -11.48], [-2.68, -21.03, -9.77], [-1.95, -22.04, -10.53], [-2.08, -20.10, -9.10], [-5.83, -18.22, -8.86], [-5.59, -18.79, -10.48], [-4.28, -18.21, -9.51], [-5.69, -20.76, -8.70], [-4.31, -20.03, -8.03], [-5.45, -22.62, -9.65], [-4.18, -22.83, -10.85], [-6.68, -20.94, -11.11], [-6.30, -22.50, -11.91], [-5.37, -21.02, -12.25], [-2.00, -23.06, -10.15], [-0.87, -21.94, -10.53], [-2.37, -21.94, -11.53], [-2.66, -19.54, -8.50], [-3.27, -18.91, -3.64], [-4.25, -18.69, -4.67], [-5.03, -19.85, -4.82], [-3.67, -18.27, -5.93], [-2.96, -16.92, -5.86], [-3.73, -15.79, -6.11], [-3.13, -14.57, -6.24], [-1.78, -14.46, -5.97], [-1.02, -15.56, -5.68], [-1.58, -16.90, -5.71], [-3.86, -18.88, -2.69], [-2.46, -18.16, -3.69], [-2.91, -19.97, -3.80], [-5.32, -20.16, -3.84], [-4.43, -20.72, -5.19], [-5.94, -19.73, -5.42], [-4.48, -18.19, -6.67], [-3.00, -19.05, -6.41], [-4.83, -15.93, -6.22], [-3.74, -13.75, -6.47], [-1.33, -13.46, -6.10], [0.02, -15.44, -5.58]], "charge": -1, "relative_energy_kcal_mol": 85.4, "homo_energy_ha": -0.15902, "homo_lumo_gap_ev": 6.235, "fmax_ha_per_bohr": 0.1190}